C25H41Cl3O2P2W | ωB97M-V with the def2-TZVPD basis set

Geometry as XYZ:
```
74
Properties=species:S:1:pos:R:3:forces:R:3:lowdin_spin:R:1
W 0.066627 -0.927573 -0.401052 1.980 0.198 6.534 1.54
C -0.684198 -2.321844 1.425366 -0.470 1.017 -0.574 -0.02
C 0.594824 -2.753234 0.956919 0.330 -0.171 0.774 0.03
C 0.835365 -0.653780 1.955799 -0.423 -0.922 0.750 -0.04
C -0.555957 -0.984270 1.967692 0.085 -0.908 0.889 0.01
C 1.548359 -1.789171 1.420192 -0.565 -0.268 -0.332 -0.03
C -1.939763 -3.143252 1.462472 -0.169 -0.375 0.101 0.00
H -1.920260 -3.955235 0.720409 -0.045 0.287 0.232 0.00
H -2.852098 -2.551418 1.322160 0.314 -0.136 -0.013 0.00
H -2.062140 -3.608064 2.451335 0.249 0.056 -0.175 0.00
C -1.536264 -0.360122 2.919674 0.274 0.045 1.150 0.00
H -2.546524 -0.779597 2.841049 0.223 0.177 -0.138 0.00
H -1.570130 0.739594 2.858851 0.039 -0.862 0.369 0.00
H -1.169740 -0.578434 3.930356 -0.124 -0.361 0.124 0.00
C 1.399053 0.310021 2.941702 0.060 0.522 0.266 0.00
H 1.114556 -0.075899 3.935488 0.121 0.160 -0.226 0.00
H 0.942136 1.312395 2.852866 0.224 -0.120 0.161 0.00
H 2.498150 0.375505 2.915627 -0.506 0.043 0.019 0.00
C 2.956941 -2.101783 1.753226 0.689 -0.089 -0.348 0.00
H 2.949115 -2.747023 2.643448 -0.175 0.003 -0.144 0.00
H 3.550088 -1.228094 2.042386 -0.176 -0.281 -0.199 0.00
H 3.464900 -2.669134 0.962531 -0.023 0.199 0.220 0.00
C 0.926430 -4.156024 0.560621 0.045 -0.065 -0.235 0.01
H 1.089108 -4.775986 1.450231 -0.033 0.161 -0.034 0.00
H 1.842461 -4.187778 -0.030169 -0.087 -0.114 -0.048 0.00
H 0.110020 -4.611780 -0.002468 0.172 0.012 -0.033 0.00
C -1.605151 0.573488 -3.174085 -1.028 -0.769 -0.328 0.01
C -1.895307 -0.733376 -3.341663 -0.810 0.901 -0.944 0.00
C -1.028485 -1.738699 -3.998102 0.050 -0.789 -0.273 0.00
C 0.462117 -1.521324 -3.738168 -0.431 -0.067 -0.148 0.02
C 0.783156 -0.920983 -2.347538 1.363 0.758 -3.650 0.07
C 1.168361 0.421658 -2.417900 1.380 -0.783 -0.906 0.19
C 0.826859 1.318762 -3.567395 0.756 1.419 -0.037 0.03
C -0.646533 1.319728 -4.011777 0.592 -0.168 -0.543 0.01
H -1.212319 -1.816865 -5.083145 0.072 0.171 0.226 0.00
H 0.827637 -0.845375 -4.511883 0.230 -0.077 0.271 0.00
H -1.328184 -2.723514 -3.620709 0.028 0.070 0.024 0.00
H -0.697884 0.867203 -4.998854 0.032 0.155 -0.213 0.00
H -2.235109 1.204568 -2.568889 -0.550 -0.018 -0.008 0.00
H -2.923570 -1.096584 -3.206220 0.455 0.164 0.848 0.00
H -0.983413 2.357397 -4.112416 0.060 -0.261 0.046 0.00
H 1.095135 2.369174 -3.322123 -0.024 -0.656 0.273 0.00
H 1.887012 0.932200 -1.718674 -0.583 -0.533 -1.113 0.01
H 1.479683 1.141766 -4.452609 -0.228 -0.354 0.618 0.01
H 1.006903 -2.464004 -3.894231 -0.087 0.238 0.298 0.00
H 1.250162 -1.767117 -1.672173 0.140 0.936 -0.107 0.02
P -1.684200 0.872015 0.565266 -0.699 1.516 0.205 0.05
C -3.074127 1.951048 0.187887 -0.492 0.349 -1.150 0.03
C -2.327628 -0.621745 -0.352410 -0.288 0.361 -1.196 0.04
P 1.963909 0.871416 0.126189 -1.313 -0.242 0.540 0.04
C -0.180566 1.560108 -0.224930 0.735 0.614 -1.539 -0.06
C 3.570305 0.150337 -0.363663 0.525 -0.157 -1.832 -0.02
C 2.686957 2.353753 0.950502 -1.084 -0.341 0.738 0.02
H -2.699374 2.995303 0.144952 -0.359 -0.481 0.101 0.00
H -3.807018 1.845046 1.011716 0.393 0.127 -0.401 0.00
H -3.527350 1.611585 -0.771493 0.021 0.627 0.562 0.00
H -2.477949 -0.448357 -1.412345 -0.452 -0.068 0.513 0.00
H -3.313322 -0.717618 0.131617 0.431 -0.243 0.042 0.00
H -1.861716 -1.631246 -0.220589 -0.594 0.073 -0.332 0.01
H 3.282526 2.892616 0.203236 -0.200 -0.238 -0.132 0.00
H 3.363275 1.960547 1.725639 -0.120 0.260 -0.238 0.01
H 1.889165 2.985765 1.410015 0.404 -0.155 -0.036 0.00
H -0.017707 2.540534 0.277037 -0.117 -0.216 0.321 0.01
H -0.286256 1.793851 -1.294352 0.186 0.039 0.118 0.00
H 4.173346 -0.068310 0.528629 -0.399 0.304 -0.133 0.00
H 4.147938 0.845329 -1.003175 -0.138 -0.223 0.417 0.00
H 3.444392 -0.777260 -0.940130 0.054 0.205 0.233 0.00
Cl -1.277576 5.733956 4.151422 -0.068 -0.265 0.021 0.00
C -1.615074 4.124298 3.485401 0.665 0.543 -1.257 0.00
Cl -1.356432 2.876765 4.684150 -0.052 -0.299 0.448 0.00
Cl -3.295205 4.062640 2.911406 0.111 -0.030 0.133 0.00
C -0.559253 3.913970 2.248285 -0.807 0.070 0.525 0.00
O -0.996895 4.186116 1.110898 0.766 -0.663 0.689 0.00
O 0.553741 3.481397 2.630710 -0.532 -0.010 -0.784 0.00
```
Positions in Å, forces in eV/Å.

calculated total energy: -88628.018 eV
2S+1: 3
relative energy (zero: lowest compared OMol25 entry of this formula, charge and spin): 856.2 kJ/mol
frontier orbital gap (alpha / beta): 0.175 / 0.175 Eh
LUMO energy (alpha / beta): -8.7 / -8.7 eV
total charge: +2